The following is a quantum chemistry calculation of an isolated ion of composition C13H22NO3 and charge +1, from OMol25.

HOMO energy   -11.388 eV
Charge   +1
Energy relative to the best compared isomer or geometry (same formula, charge and spin)   0.000 eV
LUMO level   -2.425 eV
E   -788.77370 hartree
SMILES   COC[C@H](C)[NH2+]Cc1cccc(OC)c1OC

The geometry in XYZ format:
```
39
C13H22NO3, DFT ωB97M-V/def2-TZVPD
C 1.0084 2.5735 0.1242
O 0.5985 -0.6762 -1.4225
C 4.2551 -1.2163 0.7474
H -1.1650 -0.3160 -1.0402
H -2.8544 -0.7089 1.8955
C 2.4022 0.1410 0.0878
H 2.5718 3.2599 1.4096
H -1.9468 -2.9807 1.9604
C 1.2422 -1.8972 -1.7467
O -1.6399 -1.5823 0.4591
C -2.6742 -0.6923 0.8135
H 2.2081 -1.7243 -2.2200
N -1.7067 0.5829 -1.0094
H -1.3743 1.0114 0.9996
H 4.1325 -1.0795 1.8252
H -1.0096 -3.4899 0.5329
H -3.6116 -0.9749 0.3084
H 0.5740 -2.3879 -2.4539
C -2.2252 0.7079 0.3820
H -2.7807 -3.3143 0.4201
C 2.8670 1.2340 0.8147
H -1.1774 2.6168 -1.3034
H 1.3729 -2.5248 -0.8657
H -3.0026 2.7163 0.1735
H 5.0137 -0.5263 0.3692
C 1.2145 0.2855 -0.6535
H -2.4915 0.5299 -1.6643
O 3.0290 -1.0635 0.0633
H -3.7150 1.7895 1.4803
H -0.5147 1.4676 -2.4869
C 0.5296 1.5064 -0.6223
C 2.1833 2.4357 0.8343
H 4.5678 -2.2397 0.5481
C -3.3467 1.7269 0.4607
H 0.4695 3.5075 0.1328
C -1.8674 -2.9147 0.8719
C -0.7348 1.6283 -1.4284
H 3.7779 1.1463 1.3824
H -4.1795 1.4425 -0.1793
```